Record 1
DFT (ωB97M-V/def2-TZVPD) results for 2 unconnected molecules or ions with the total composition C4H11N3OS.

Properties
- spin multiplicity = 1
- HOMO (eV) = -7.7
- relative energy (zero: lowest compared OMol25 entry of this formula, charge and spin) (kcal/mol) = 108.8
- gap between HOMO and LUMO (eV) = 8.55

Last column: natural (NBO) charge in e.
Cartesian coordinates (Å):
H (3.26893, 0.88998, -0.88672)  0.2398
C (3.17116, 0.83947, 0.15028)  -0.8377
H (-0.83065, 1.68052, -0.65415)  0.3757
H (0.28219, -0.53891, 1.76524)  0.1723
H (-0.90579, -2.63371, -1.11357)  0.2108
H (3.45550, 1.77610, 0.65192)  0.2202
H (-3.22356, 2.56603, 0.83630)  0.2198
S (1.36372, 1.19445, 0.36241)  1.1758
H (-0.96656, -2.78285, 0.64620)  0.1809
C (0.67153, -0.58656, 0.65732)  -0.0307
N (-0.98309, 1.41208, 1.18285)  -0.2685
N (-1.47910, 1.63276, 0.13374)  -0.2264
O (0.91761, 1.61998, -1.02546)  -0.9909
C (-0.33493, -2.66563, -0.24567)  -0.4236
C (-2.75275, 2.29303, -0.13467)  -0.4876
H (0.39560, -3.55109, -0.21182)  0.2151
H (-2.54007, 3.33711, -0.65882)  0.2277
H (3.69912, -0.02919, 0.50812)  0.2351
H (-3.47134, 1.54421, -0.52147)  0.2242
N (0.40934, -1.39985, -0.25009)  -0.4318



Record 2
DFT (ωB97M-V/def2-TZVPD) results for a single C4H6FNO2 molecule.

Properties
- structure (SMILES) = O=CN(C=O)CCF
- spin multiplicity = 1
- HOMO (eV) = -9.7
- relative energy (zero: lowest compared OMol25 entry of this formula, charge and spin) (kcal/mol) = 63.7
- gap between HOMO and LUMO (eV) = 10.30

Last column: natural (NBO) charge in e.
Cartesian coordinates (Å):
O (-2.11422, -1.10709, -0.46440)  -0.4774
C (-1.00285, -1.22571, -0.17098)  0.5838
H (0.05727, 2.05389, 0.67663)  0.1298
C (-0.75312, 1.15852, 0.44910)  0.5328
H (3.12252, -0.84624, -0.23298)  0.1938
C (1.13542, -0.50902, 1.00403)  -0.2866
N (-0.21304, -0.15893, 0.44619)  -0.5484
H (-0.14126, -2.12836, -0.27856)  0.0754
H (1.48542, -1.27251, -0.98227)  0.1876
F (1.95714, 0.84244, -0.76378)  -0.3720
C (1.97105, -0.52398, -0.28205)  0.0227
H (1.26846, 0.36144, 1.88004)  0.2495
O (-1.74596, 1.53119, -0.15029)  -0.5331
H (0.86304, -1.42934, 1.60461)  0.2419



Record 3
DFT (ωB97M-V/def2-TZVPD) results for a single C14H17N3O2 molecule.

Properties
- structure (SMILES) = CCCCN(c1ccccc1)c1cc(=O)[nH]c(=O)[nH]1
- spin multiplicity = 1
- HOMO (eV) = -8.3
- relative energy (zero: lowest compared OMol25 entry of this formula, charge and spin) (kcal/mol) = 61.0
- gap between HOMO and LUMO (eV) = 8.70

Last column: natural (NBO) charge in e.
Cartesian coordinates (Å):
H (1.87690, 1.26288, -0.36877)  0.2157
C (0.64324, -5.07490, -0.27873)  -0.2314
H (-1.29707, 1.07668, -0.99029)  0.4325
H (2.74490, -4.48422, -0.23856)  0.2103
C (2.96296, 0.62798, -2.31241)  -0.3967
H (2.68185, -0.21335, -0.29299)  0.2044
N (-1.27688, 0.99998, 0.00047)  -0.6077
C (-0.74528, -0.11974, 0.55858)  0.4768
C (2.08486, 0.42272, -1.01568)  -0.4221
H (2.27207, 0.54746, -3.11123)  0.1955
H (4.58715, 1.75538, -1.33437)  0.2108
H (0.10455, 0.40347, -1.92446)  0.1816
H (2.48046, -2.21374, 0.08300)  0.2180
N (0.08928, -0.90487, -0.23272)  -0.4556
H (-1.48747, -5.24300, 0.12154)  0.2231
H (3.07726, 2.66937, -1.56942)  0.2068
C (1.62347, -2.81031, -0.08906)  -0.2451
O (-2.48726, 2.86543, 0.28723)  -0.6320
C (-0.86919, -0.29731, 1.90798)  -0.4632
C (1.75072, -4.19346, -0.29292)  -0.1893
C (-1.51412, 0.57212, 2.64262)  0.5845
N (-2.11801, 1.64381, 2.16161)  -0.5934
C (-0.62456, -4.54829, -0.11007)  -0.1861
H (1.04834, -1.17683, -2.08861)  0.2285
C (0.81553, -0.31658, -1.40557)  -0.1943
H (-1.82396, -2.72969, 0.03393)  0.2238
H (4.18216, 2.25774, -2.95929)  0.2108
C (-1.91542, 1.88787, 0.80459)  0.7730
H (-2.92110, 2.08257, 2.62042)  0.4539
H (0.84629, -6.16462, -0.24082)  0.2248
H (3.65603, -0.17441, -2.57813)  0.2088
O (-1.75996, 0.38017, 3.86781)  -0.6628
H (-0.43924, -1.09830, 2.47658)  0.2617
C (0.30329, -2.26077, -0.03660)  0.1702
C (-0.81893, -3.14882, 0.02116)  -0.2344
C (3.75254, 1.95220, -2.01204)  -0.6014



Record 4
DFT (ωB97M-V/def2-TZVPD) results for a gas-phase ion, C3H4NS (charge +1).

Properties
- total charge = +1
- structure (SMILES) = C#[N+]CC=S
- spin multiplicity = 1
- HOMO (eV) = -13.6
- relative energy (zero: lowest compared OMol25 entry of this formula, charge and spin) (kcal/mol) = 53.0
- gap between HOMO and LUMO (eV) = 7.71

Last column: natural (NBO) charge in e.
Cartesian coordinates (Å):
C (-0.10313, -0.60779, 0.56956)  -0.3429
C (-1.22128, 0.41120, 0.06526)  -0.3185
H (-0.49397, -1.59195, 0.36762)  0.2924
N (0.92391, -0.25139, -0.19597)  -0.1487
C (1.59496, 0.42932, -0.87495)  0.4183
S (-2.46760, -0.23597, -0.73999)  0.2925
H (-0.96182, 1.40710, 0.44907)  0.2256
H (2.55377, 0.75573, -1.21899)  0.3021
H (0.17515, -0.31624, 1.57839)  0.2791



Record 5
DFT (ωB97M-V/def2-TZVPD) results for 3 unconnected molecules or ions with the total composition C3H4Br2S.

Properties
- structure (SMILES) = C#CBr.C=S.Br
- spin multiplicity = 1
- HOMO (eV) = -8.7
- relative energy (zero: lowest compared OMol25 entry of this formula, charge and spin) (kcal/mol) = 85.1
- gap between HOMO and LUMO (eV) = 8.45

Last column: natural (NBO) charge in e.
Cartesian coordinates (Å):
Br (2.38667, 0.18188, -0.70784)  0.1942
H (-1.34350, -0.83690, 1.20423)  0.2043
H (0.01362, -0.19881, 2.55972)  0.2087
C (0.98411, 1.20552, -1.16328)  -0.2102
C (-0.04441, 1.61198, -1.67147)  -0.1966
S (-1.15581, 1.50793, 1.41600)  0.0904
C (-0.76826, -0.03397, 1.65380)  -0.5103
Br (-0.08276, -3.02545, -0.24149)  -0.1836
H (-0.82822, 2.11214, -1.97440)  0.2166
H (0.83855, -2.52433, -1.07527)  0.1867



Record 6
DFT (ωB97M-V/def2-TZVPD) results for 2 unconnected molecules or ions with the total composition C2H3Cl2N.

Properties
- spin multiplicity = 1
- HOMO (alpha / beta) (eV) = -7.5 / -7.5
- relative energy (zero: lowest compared OMol25 entry of this formula, charge and spin) (kcal/mol) = 78.8
- gap between HOMO and LUMO (alpha / beta) (eV) = 7.88 / 7.87

Last column: natural (NBO) charge in e.
Cartesian coordinates (Å):
H (0.66045, -0.09688, -1.68762)  0.2129
Cl (2.47601, 1.67464, 0.88133)  0.0072
Cl (0.19970, 3.04995, -0.48509)  -0.0242
C (0.40855, -0.36682, -0.69114)  0.2421
H (0.09720, 1.24378, 1.12635)  0.2099
H (-0.03124, -2.11543, 0.31831)  0.3972
N (-0.05348, -1.04065, 0.20153)  -0.6347
C (0.80790, 1.67286, 0.43025)  -0.4104



For each record above, in turn, the calculated energy values are -21673.7564, -12545.3299, -23358.0242, -15490.4352, -154091.7938, -28653.5197 eV.